Molecular formula: C34H30CaN6OPS
Method: DFT, ωB97M-V with the def2-TZVPD basis set

Output
Max |F| (eV/Å): 0.19
E_tot (Ha): -3134.59084
Energy relative to the best compared isomer or geometry (same formula, charge and spin) (kJ/mol): 1.1
Frontier orbital gap (eV): 8.32
Total charge: +1

Last column: Mulliken charge in e.
Geometry (Å):
Ca (0.70, 0.22, -0.15)  1.853
C (1.13, 2.03, -3.02)  -0.547
C (0.32, 2.94, -2.16)  0.449
C (0.24, 4.30, -2.40)  -0.991
C (-0.44, 5.11, -1.51)  -0.643
C (-1.03, 4.54, -0.40)  -1.148
C (-0.94, 3.16, -0.24)  0.665
N (-0.28, 2.38, -1.10)  0.275
C (-1.56, 2.48, 0.94)  0.548
C (-2.60, 3.07, 1.65)  -1.115
C (-3.14, 2.38, 2.73)  -0.801
C (-2.63, 1.14, 3.06)  -1.067
C (-1.59, 0.62, 2.29)  0.392
N (-1.07, 1.28, 1.26)  0.049
C (-1.04, -0.74, 2.58)  0.777
C (-1.14, -1.30, 3.84)  -1.031
C (-0.64, -2.58, 4.04)  -0.671
C (-0.08, -3.25, 2.97)  -0.905
C (0.00, -2.62, 1.74)  0.689
C (0.60, -3.31, 0.55)  -0.690
N (-0.46, -1.38, 1.55)  0.208
H (1.37, 2.49, -3.98)  0.544
H (0.61, 1.09, -3.21)  -0.023
H (2.07, 1.82, -2.51)  0.115
H (0.73, 4.72, -3.27)  0.444
H (-0.49, 6.18, -1.67)  0.443
H (-1.54, 5.15, 0.33)  0.374
H (-3.00, 4.02, 1.36)  0.412
H (-3.96, 2.81, 3.29)  0.446
H (-3.06, 0.57, 3.87)  0.423
H (-1.57, -0.75, 4.66)  0.417
H (-0.70, -3.04, 5.01)  0.449
H (0.30, -4.25, 3.09)  0.437
H (1.06, -4.25, 0.84)  0.481
H (1.36, -2.68, 0.09)  -0.371
H (-0.17, -3.51, -0.20)  0.263
N (1.56, -2.33, -2.73)  0.152
P (2.67, -1.29, -1.93)  1.514
C (3.98, -2.46, -1.47)  0.365
C (4.21, -2.69, -0.12)  -0.191
C (5.19, -3.60, 0.28)  -0.781
C (5.93, -4.27, -0.68)  -0.526
C (5.71, -4.04, -2.03)  -0.695
C (4.75, -3.13, -2.43)  -0.669
C (3.45, -0.40, -3.32)  -0.155
C (4.53, 0.43, -3.00)  -0.458
C (5.14, 1.19, -3.99)  -0.686
C (4.67, 1.14, -5.29)  -0.522
C (3.59, 0.33, -5.61)  -0.701
C (2.98, -0.44, -4.62)  -0.142
C (0.19, -2.16, -2.72)  -0.011
C (-0.63, -3.02, -3.46)  -1.048
C (-1.99, -2.83, -3.42)  -0.495
C (-2.52, -1.78, -2.66)  -0.990
C (-1.64, -0.99, -1.97)  -0.525
N (-0.31, -1.16, -1.99)  1.199
H (1.91, -3.09, -3.29)  0.282
H (3.64, -2.14, 0.63)  0.352
H (5.37, -3.77, 1.33)  0.447
H (6.69, -4.98, -0.37)  0.390
H (6.30, -4.56, -2.78)  0.420
H (4.60, -2.92, -3.48)  0.384
H (4.90, 0.48, -1.98)  0.383
H (5.98, 1.83, -3.74)  0.444
H (5.14, 1.73, -6.07)  0.412
H (3.22, 0.29, -6.62)  0.423
H (2.13, -1.06, -4.87)  0.320
H (-0.20, -3.82, -4.04)  0.502
H (-2.64, -3.48, -3.98)  0.432
H (-3.59, -1.60, -2.62)  0.485
H (-2.00, -0.16, -1.37)  0.173
O (2.38, -0.23, 1.58)  -0.471
S (3.13, 1.05, 1.28)  0.252
N (2.59, 1.84, 0.17)  -0.409


Molecular formula: C16H28N3O8S
Method: DFT, ωB97M-V with the def2-TZVPD basis set

Output
Max |F| (eV/Å): 9.11
E_tot (Ha): -1790.20969
Energy relative to the best compared isomer or geometry (same formula, charge and spin) (kJ/mol): 514.6
Frontier orbital gap (eV): 2.10
Total charge: -1

Last column: Mulliken charge in e.
Geometry (Å):
C (6.83, 0.58, 0.43)  -0.697
C (5.89, 0.93, -0.91)  0.522
O (5.59, 2.25, -1.05)  -0.519
O (5.48, -0.12, -1.85)  -0.307
C (4.39, -0.96, -1.31)  -0.672
C (2.92, -0.40, -1.87)  0.294
C (2.37, -1.40, -3.05)  -0.516
C (1.46, -0.68, -4.21)  -0.781
C (0.24, 0.26, -3.65)  -0.416
C (-1.13, -0.59, -3.23)  -0.565
C (-1.35, -0.36, -1.62)  -0.147
N (-2.16, 0.48, -0.90)  0.013
C (-1.96, 0.36, 0.63)  0.781
C (-1.96, 1.98, 1.04)  -0.488
O (-2.31, 2.22, 2.44)  -0.085
N (-2.03, 3.51, 2.75)  -0.050
O (-3.14, 4.03, 2.89)  -0.159
N (-3.04, -0.35, 1.42)  -0.355
C (-2.53, -1.25, 2.32)  0.667
C (-1.71, -0.92, 3.70)  -1.003
C (-2.82, -2.87, 2.03)  -1.093
C (-0.42, -0.18, 0.65)  -0.928
C (-0.45, -1.26, -0.58)  -0.072
H (7.98, 0.60, 0.15)  0.272
H (6.53, 1.30, 1.29)  0.270
H (6.49, -0.51, 0.76)  0.258
H (4.45, -0.87, -0.13)  0.289
H (4.51, -2.11, -1.55)  0.344
H (3.14, 0.71, -2.25)  0.351
H (2.22, -0.32, -0.93)  -0.381
H (1.78, -2.35, -2.63)  0.270
H (3.33, -1.86, -3.59)  0.397
H (1.01, -1.54, -4.90)  0.310
H (2.19, 0.03, -4.82)  0.301
H (0.56, 0.91, -2.71)  0.248
H (-0.08, 1.05, -4.49)  0.331
H (-1.03, -1.73, -3.54)  0.338
H (-2.04, -0.12, -3.80)  0.312
H (-2.82, 1.13, -1.41)  0.361
H (-0.88, 2.39, 0.77)  0.238
H (-2.79, 2.51, 0.37)  0.221
H (-2.12, -1.45, 4.66)  0.377
H (-0.60, -1.33, 3.54)  0.275
H (-1.60, 0.22, 3.96)  0.151
H (-3.89, -3.07, 2.51)  0.363
H (-2.90, -3.13, 0.89)  0.320
H (-2.07, -3.55, 2.63)  0.277
H (0.32, 0.65, 0.21)  0.315
H (0.12, -0.44, 1.65)  0.168
H (-1.07, -2.16, -0.16)  0.101
H (0.56, -1.74, -0.93)  0.189
O (-4.80, 1.48, 4.21)  -0.682
S (-5.89, 2.31, 3.67)  1.155
O (-7.17, 1.58, 3.81)  -0.760
O (-5.63, 2.59, 2.25)  -0.681
O (-5.96, 3.58, 4.42)  -0.725


- The highest energy relative to the best compared isomer or geometry (same formula, charge and spin) belongs to which entry?
  C16H28N3O8S


- total charge of number 2 (C16H28N3O8S)?
  -1


- Among the records above, which one has the highest E_tot?
  C16H28N3O8S


- The highest max |F| belongs to which entry?
  C16H28N3O8S